C16H36N2O2 | ωB97M-V/def2-TZVPD

```
56
Properties=species:S:1:pos:R:3:forces:R:3:lowdin_charge:R:1
C 1.44816 4.12317 1.20234 0.1 0.0 -0.1 -0.11
H -0.03241 -0.58640 1.80373 0.1 0.3 0.0 0.14
H -0.53288 1.51384 -3.40118 -0.6 -0.2 -0.7 0.07
C 0.70247 2.97802 0.51093 0.1 0.4 0.3 -0.22
H 2.77025 -1.65687 -0.34085 -0.1 0.1 0.0 0.13
H 1.16090 -2.40106 1.19373 0.0 0.1 0.0 0.12
H 1.26920 5.05532 0.66455 0.0 0.0 0.0 0.08
C 3.14330 -0.12595 4.50062 -0.1 -0.1 0.1 -0.26
H 4.31574 1.41455 3.65015 -0.1 0.1 -0.1 0.13
H 1.91155 -0.03071 6.26633 0.0 0.1 0.0 0.08
H -2.78290 -2.05159 -5.06678 0.0 -0.1 0.6 0.12
H -3.77821 0.10762 -3.07730 0.3 -0.3 -0.3 0.11
C 2.57308 1.48767 2.49020 0.3 -0.1 0.0 -0.11
C 0.39615 1.74018 1.34110 -0.2 0.1 -0.5 -0.12
H 1.32070 0.98951 4.96646 0.0 0.0 0.0 0.06
H 4.03767 -0.43032 5.05127 0.0 0.0 -0.1 0.11
H -0.34885 1.15322 0.79559 0.1 0.1 -0.2 0.11
H 2.89319 1.05455 -0.06738 -0.1 0.0 0.0 0.14
C -1.58992 1.23554 -3.15370 1.2 -0.2 2.1 -0.48
H 2.52898 3.97731 1.20127 0.0 0.1 0.1 0.06
H 4.18685 0.03479 2.61824 -0.1 0.0 0.0 0.10
H -0.02846 2.00270 2.31260 0.2 0.0 0.1 0.14
H 1.20552 2.71335 -0.42004 -0.2 -0.1 0.0 0.11
C 2.16170 0.33039 0.28328 -0.1 -0.1 0.0 -0.08
H 1.10987 4.26412 2.23185 0.0 0.0 0.0 0.08
H -3.70552 -4.03137 -4.74692 -0.4 0.4 -0.2 0.11
C 1.81838 -1.64570 1.62408 0.1 -0.4 0.3 -0.13
H -6.10034 -5.12898 -5.17349 -0.2 0.4 0.6 0.07
C 3.59861 0.67629 3.27612 0.2 -0.3 0.2 -0.16
H 3.75809 -0.97581 0.92343 0.0 0.0 0.0 0.10
H -2.27726 2.01404 -3.54731 0.2 -0.3 0.2 0.09
N -1.70026 1.08835 -1.71551 -0.2 0.4 -0.3 -0.17
H -6.62804 -3.95230 -3.86740 0.3 -0.1 -0.4 0.07
H 2.66551 -1.06095 4.20393 0.0 0.0 0.0 0.08
C -3.21578 -0.26649 -3.95411 0.3 -0.5 -0.7 -0.23
H 2.74009 1.48476 5.90109 -0.1 0.0 0.0 0.08
O -4.71267 -2.22624 -4.29129 1.0 -0.7 -0.1 -0.17
N 1.56507 0.79232 1.60052 -0.5 -0.1 -0.1 -0.19
C 2.22777 0.62912 5.45733 0.0 -0.1 0.0 -0.10
H -0.27067 3.37576 0.21243 -0.1 -0.4 -0.1 0.12
O -1.81850 -0.02981 -3.82708 -0.6 0.2 -0.3 -0.21
H -1.10509 0.27534 -1.49940 0.0 0.1 -0.2 -0.10
H 3.13942 2.13104 1.82214 -0.2 0.1 0.0 0.11
H -3.52204 0.26021 -4.88890 -0.4 -0.3 0.6 0.12
C -4.67889 -3.52381 -4.90115 -1.2 0.0 -0.1 -0.29
C -3.34377 -1.80118 -4.14504 -0.4 1.2 0.4 -0.20
C 0.98649 -0.49059 2.17668 -0.2 0.0 -0.1 -0.08
H 1.33777 0.26383 -0.43352 0.0 0.2 0.1 0.14
H 2.01307 2.12888 3.16821 -0.1 -0.1 -0.1 0.12
C -5.78082 -4.47580 -4.33522 0.9 -0.3 -0.3 -0.08
H 2.39611 -2.15203 2.39828 0.0 0.1 0.0 0.11
C 2.73289 -1.04555 0.55996 0.4 -0.1 -0.1 -0.14
H -4.84544 -3.35622 -5.98922 0.2 -0.3 0.5 0.12
H -5.30363 -5.14715 -3.59101 -0.5 0.4 -0.2 0.07
H 0.92778 -0.41887 3.25833 0.1 0.1 0.0 0.11
H -2.93995 -2.28401 -3.23299 0.2 0.1 -0.6 0.13
```
Forces are in eV/Å.

Properties
* E_LUMO: -0.027 eV
* energy relative to the best compared isomer or geometry (same formula, charge and spin): 90.8 kcal/mol
* energy: -891.0179 Ha